1.
A molecular structure, C29H29FN5O5SV, computed with ωB97M-V with the def2-TZVPD basis set.

As for the total energy: -87463.09799 eV. The highest occupied orbital energy (alpha / beta) is -6.97 / -10.09 eV. As for the relative energy (zero: lowest compared OMol25 entry of this formula, charge and spin): 0.735 eV. The value obtained for the frontier orbital gap (alpha / beta) is 4.1 / 7.2 eV. Its expectation value of S² is 3.7937.

ORCA input file:
```
! wB97M-V def2-TZVPD RIJCOSX def2/J DEFGRID3
* xyz 1 4
V -0.869 2.823 1.186
F 3.140 -2.301 1.680
C 1.782 -2.332 1.577
C 1.131 -1.125 1.454
C -0.253 -1.091 1.253
C -0.894 0.161 0.933
O -0.187 1.214 0.737
C -2.302 0.097 0.687
C -2.957 -1.094 0.760
N -2.346 -2.272 1.096
C -3.140 -3.466 1.088
C -3.314 -4.264 2.350
C -4.454 -3.458 1.811
C -0.979 -2.307 1.285
C -0.294 -3.507 1.452
C 1.103 -3.545 1.570
N 1.730 -4.824 1.622
C 1.646 -5.573 0.382
C 1.989 -7.036 0.653
N 3.364 -7.092 1.213
C 3.415 -6.330 2.489
C 3.069 -4.879 2.170
C -3.036 1.313 0.148
O -4.059 1.149 -0.497
O -2.468 2.431 0.384
H 1.685 -0.200 1.470
H -4.004 -1.151 0.507
H -3.085 -4.008 0.146
H -2.825 -3.904 3.242
H -3.353 -5.340 2.272
H -4.728 -2.561 2.342
H -5.289 -3.963 1.352
H -0.835 -4.438 1.481
H 2.330 -5.175 -0.391
H 0.631 -5.503 -0.012
H 1.935 -7.625 -0.263
H 1.303 -7.454 1.393
H 3.998 -6.629 0.546
H 3.668 -8.062 1.348
H 4.412 -6.400 2.924
H 2.687 -6.758 3.180
H 3.835 -4.484 1.481
H 3.107 -4.286 3.085
O 0.762 3.274 2.198
N 0.126 4.077 2.943
O -1.100 4.093 2.615
N -0.534 4.245 -0.044
S -0.681 3.858 -1.590
C 0.999 4.134 -2.216
C 1.710 3.071 -2.748
C 3.034 3.260 -3.109
C 3.637 4.493 -2.924
C 2.915 5.552 -2.394
C 1.590 5.375 -2.041
C -1.416 5.333 -2.344
C -1.277 5.545 -3.705
C -1.838 6.680 -4.265
C -2.526 7.580 -3.467
C -2.673 7.343 -2.109
C -2.122 6.207 -1.539
H 0.080 5.036 0.148
H 1.228 2.114 -2.875
H 3.597 2.440 -3.526
H 4.675 4.629 -3.184
H 3.384 6.512 -2.249
H 1.016 6.199 -1.640
H -0.733 4.841 -4.315
H -1.733 6.861 -5.323
H -2.956 8.466 -3.909
H -3.216 8.041 -1.491
H -2.235 5.988 -0.486
*
```

---

2.
2 unconnected molecules or ions with the total composition C2F3NO2, computed with ωB97M-V with the def2-TZVPD basis set.

As for the total energy: -15806.27417 eV. The highest occupied orbital energy (alpha / beta) is -12.59 / -12.59 eV. As for the relative energy (zero: lowest compared OMol25 entry of this formula, charge and spin): 2.745 eV. The value obtained for the frontier orbital gap (alpha / beta) is 7.5 / 7.5 eV.

ORCA input file:
```
! wB97M-V def2-TZVPD RIJCOSX def2/J DEFGRID3
* xyz 0 1
C 1.749 -0.688 -0.113
C -1.323 0.602 0.130
N 2.817 -0.927 0.256
O 0.672 -0.597 -0.695
O -0.724 -0.453 0.588
F -2.395 0.854 0.903
F -1.641 0.342 -1.197
F -0.687 1.740 0.098
*
```

---

3.
A molecular structure, C55H54ClGe2O2ReS4, computed with ωB97M-V with the def2-TZVPD basis set.

As for the total energy: -233032.57829 eV. The highest occupied orbital energy (alpha / beta) is -10.37 / -10.41 eV. As for the relative energy (zero: lowest compared OMol25 entry of this formula, charge and spin): 0.298 eV. The value obtained for the frontier orbital gap (alpha / beta) is 6.4 / 5.9 eV. Its expectation value of S² is 3.7765.

ORCA input file:
```
! wB97M-V def2-TZVPD RIJCOSX def2/J DEFGRID3
* xyz 1 4
Re -0.798 -3.034 -1.628
Cl -2.808 -9.063 -5.406
C -2.456 -7.515 -4.737
C -2.783 -6.361 -5.471
C -2.508 -5.119 -4.974
C -1.883 -4.955 -3.712
O -1.625 -3.765 -3.294
C -1.569 -6.139 -2.963
C -0.968 -6.044 -1.687
O -0.660 -4.993 -1.077
C -1.865 -7.410 -3.506
H -3.257 -6.467 -6.434
H -2.755 -4.228 -5.529
H -0.752 -6.986 -1.168
H -1.621 -8.296 -2.941
C -2.953 5.134 -3.132
C -2.897 4.367 -1.851
C -2.176 4.828 -0.757
C -2.158 4.132 0.439
C -1.314 4.616 1.580
C -2.900 2.946 0.560
C -3.607 2.452 -0.543
C -4.413 1.187 -0.492
C -3.585 3.169 -1.729
C -2.985 2.276 1.874
C -3.688 2.891 2.908
C -3.821 2.275 4.138
C -3.271 1.025 4.357
C -2.570 0.383 3.342
C -2.420 1.027 2.119
Ge -1.262 0.128 0.733
S -2.115 -1.759 -0.301
S 0.800 -0.555 1.426
Ge 1.382 0.172 -0.659
S 1.024 -1.739 -1.936
S -0.486 1.442 -0.974
C 3.169 1.121 -0.762
C 4.136 0.868 0.207
C 5.296 1.639 0.202
C 5.480 2.628 -0.746
C 4.512 2.862 -1.706
C 3.341 2.109 -1.725
C 2.310 2.377 -2.751
C 1.473 3.490 -2.629
C 1.503 4.381 -1.425
C 0.584 3.780 -3.654
C 0.506 2.994 -4.791
C -0.413 3.340 -5.919
C 1.329 1.876 -4.884
C 2.237 1.560 -3.889
C 3.178 0.406 -4.058
C 3.962 -0.183 1.234
C 3.647 0.164 2.552
C 3.401 1.584 2.964
C 3.550 -0.837 3.509
C 3.747 -2.168 3.188
C 3.651 -3.245 4.222
C 4.060 -2.495 1.872
C 4.181 -1.525 0.893
C 4.594 -1.897 -0.499
C -2.010 -0.969 3.563
C -2.738 -2.102 3.196
C -4.105 -2.009 2.584
C -2.209 -3.356 3.476
C -0.991 -3.506 4.117
C -0.458 -4.861 4.462
C -0.283 -2.364 4.478
C -0.780 -1.099 4.225
C -0.044 0.122 4.680
H -2.332 6.024 -3.086
H -3.978 5.440 -3.338
H -2.627 4.508 -3.960
H -1.624 5.755 -0.838
H -0.735 5.486 1.284
H -0.628 3.829 1.897
H -1.924 4.885 2.440
H -4.431 0.751 0.504
H -3.997 0.453 -1.185
H -5.439 1.384 -0.799
H -4.133 2.787 -2.578
H -4.150 3.850 2.728
H -4.371 2.764 4.928
H -3.390 0.528 5.309
H 6.048 1.451 0.954
H 6.382 3.219 -0.737
H 4.651 3.633 -2.450
H 2.201 4.023 -0.672
H 0.508 4.422 -0.986
H 1.790 5.391 -1.712
H -0.048 4.649 -3.557
H -0.914 4.287 -5.742
H -1.164 2.562 -6.050
H 0.149 3.416 -6.848
H 1.275 1.256 -5.767
H 2.996 -0.102 -5.001
H 3.060 -0.318 -3.250
H 4.211 0.753 -4.041
H 3.412 2.263 2.115
H 4.162 1.903 3.674
H 2.434 1.661 3.458
H 3.322 -0.558 4.526
H 3.417 -2.833 5.199
H 4.594 -3.785 4.292
H 2.879 -3.961 3.946
H 4.229 -3.531 1.613
H 4.767 -2.967 -0.574
H 5.509 -1.375 -0.775
H 3.825 -1.622 -1.224
H -4.379 -0.980 2.366
H -4.842 -2.419 3.273
H -4.153 -2.587 1.664
H -2.783 -4.231 3.208
H -1.156 -5.642 4.171
H -0.287 -4.934 5.535
H 0.492 -5.038 3.961
H 0.666 -2.467 4.983
H 0.912 -0.152 5.115
H -0.626 0.662 5.426
H 0.128 0.798 3.842
*
```

---

- What is the relative energy (zero: lowest compared OMol25 entry of this formula, charge and spin) in the third record?
  0.298 eV